Entry 1:
Molecular formula: C51H119N5O11
Method: DFT, wB97M-V/def2-TZVPD

XYZ file:
```
186
Properties=species:S:1:pos:R:3
C 3.621 -0.394 -0.685
C 4.889 -0.431 -1.531
C 4.924 0.711 -2.573
C 6.045 -0.278 -0.541
C 7.384 -0.728 -1.147
C 7.270 -2.173 -1.647
C 6.177 -2.316 -2.703
C 6.618 -1.791 -4.105
C 5.943 -3.838 -2.812
N 4.922 -1.739 -2.240
O 3.875 -1.935 -3.128
H 3.698 0.434 0.027
H 2.710 -0.179 -1.249
H 3.516 -1.303 -0.092
H 4.312 0.439 -3.433
H 4.422 1.582 -2.138
H 5.937 0.977 -2.865
H 6.207 0.764 -0.257
H 5.827 -0.857 0.359
H 7.662 -0.127 -2.016
H 8.192 -0.662 -0.416
H 7.117 -2.828 -0.786
H 8.266 -2.387 -2.042
H 7.710 -1.744 -4.056
H 6.162 -0.840 -4.347
H 6.454 -2.522 -4.897
H 6.869 -4.369 -3.070
H 5.322 -4.045 -3.691
H 5.515 -4.411 -1.989
H 3.243 -2.530 -2.684
C -5.340 2.933 1.343
C -4.900 2.025 2.500
C -6.045 1.178 3.035
C -3.776 1.127 1.996
C -2.397 1.793 1.915
C -2.007 2.303 3.260
C -3.035 3.325 3.779
C -2.759 3.483 5.271
C -2.802 4.684 3.113
N -4.409 2.838 3.646
O -5.347 3.771 4.093
H -4.530 3.493 0.877
H -5.779 2.359 0.522
H -6.071 3.648 1.722
H -6.348 0.452 2.274
H -5.768 0.709 3.980
H -6.991 1.692 3.234
H -3.614 0.280 2.680
H -4.034 0.621 1.062
H -1.711 1.020 1.546
H -2.364 2.511 1.088
H -1.004 2.737 3.220
H -1.917 1.456 3.947
H -3.457 4.137 5.807
H -1.773 3.917 5.438
H -2.970 2.553 5.809
H -3.559 5.458 3.255
H -2.657 4.667 2.026
H -1.873 5.145 3.466
H -5.819 3.343 4.819
C -4.105 1.526 -2.454
C -4.677 2.791 -3.113
C -4.305 3.954 -2.203
C -4.021 2.857 -4.476
C -4.658 3.850 -5.448
C -6.139 3.538 -5.624
C -6.887 3.468 -4.267
C -7.086 4.880 -3.737
C -8.267 2.844 -4.499
N -6.107 2.568 -3.370
O -6.794 2.429 -2.111
H -3.026 1.582 -2.292
H -4.533 1.323 -1.466
H -4.324 0.599 -2.992
H -4.850 4.873 -2.405
H -4.497 3.622 -1.183
H -3.238 4.188 -2.189
H -2.938 2.999 -4.500
H -4.133 1.864 -4.928
H -4.473 4.900 -5.211
H -4.157 3.681 -6.407
H -6.236 2.618 -6.204
H -6.505 4.331 -6.284
H -7.817 5.349 -4.400
H -6.190 5.499 -3.716
H -7.491 4.910 -2.724
H -8.325 1.889 -5.018
H -8.950 3.518 -5.021
H -8.737 2.737 -3.516
H -7.004 1.489 -2.155
C 4.031 1.061 3.344
C 2.564 1.507 3.536
C 1.774 1.229 2.252
C 1.928 0.544 4.582
C 2.222 0.921 6.039
C 1.885 2.380 6.279
C 2.558 3.358 5.332
C 1.871 4.719 5.503
C 4.048 3.523 5.709
N 2.393 2.894 3.963
O 3.018 3.775 3.029
H 4.613 1.056 4.260
H 4.122 0.131 2.778
H 4.480 1.771 2.639
H 0.773 1.617 2.466
H 2.116 1.815 1.396
H 1.745 0.168 2.025
H 0.873 0.328 4.409
H 2.455 -0.414 4.520
H 1.658 0.286 6.729
H 3.255 0.680 6.312
H 2.143 2.610 7.316
H 0.799 2.478 6.177
H 2.365 5.456 4.868
H 2.001 5.114 6.512
H 0.804 4.660 5.289
H 4.572 4.223 5.056
H 4.614 2.596 5.599
H 4.173 3.843 6.744
H 2.260 4.051 2.502
C 2.606 -3.391 4.315
C 2.929 -3.470 2.844
C 1.878 -2.626 2.058
C 4.329 -2.899 2.574
C 4.915 -3.294 1.238
C 4.944 -4.817 1.063
C 3.555 -5.453 1.234
C 2.743 -5.351 -0.077
C 3.782 -6.943 1.598
N 2.832 -4.842 2.346
O 1.557 -5.415 2.536
H 1.597 -3.707 4.578
H 3.334 -3.946 4.912
H 2.685 -2.356 4.662
H 0.857 -2.829 2.372
H 2.098 -1.564 2.218
H 1.991 -2.725 0.978
H 4.228 -1.809 2.549
H 4.996 -3.095 3.418
H 4.317 -2.866 0.425
H 5.898 -2.861 1.040
H 5.631 -5.280 1.770
H 5.241 -5.042 0.037
H 1.765 -5.824 -0.010
H 3.313 -5.787 -0.900
H 2.602 -4.297 -0.321
H 4.640 -7.358 1.065
H 2.965 -7.533 1.160
H 3.749 -7.179 2.659
H 1.734 -6.186 3.088
C -2.425 -0.427 -5.989
C -3.541 -1.310 -5.434
C -4.117 -2.308 -6.445
O -3.035 -2.058 -4.339
H -1.995 0.194 -5.206
H -2.800 0.176 -6.819
H -1.642 -1.054 -6.424
H -4.358 -0.674 -5.094
H -4.201 -1.901 -7.456
H -5.107 -2.621 -6.114
H -3.483 -3.191 -6.528
H -2.416 -2.769 -4.598
C -0.904 -1.495 0.307
C -1.444 -1.111 -1.093
C -0.304 -0.586 -1.962
O -2.141 -2.177 -1.690
H -0.346 -0.624 0.646
H -0.332 -2.418 0.322
H -1.801 -1.599 0.924
H -2.073 -0.255 -0.812
H 0.553 -1.261 -2.021
H 0.084 0.363 -1.585
H -0.630 -0.375 -2.985
H -2.157 -2.034 -2.663
O -0.439 -4.380 -1.466
H -1.246 -3.845 -1.309
H -0.324 -4.906 -0.664
O 2.024 -3.879 -2.702
H 1.925 -4.662 -3.250
H 1.234 -3.868 -2.128
O -4.749 -1.480 -0.349
H -4.041 -1.894 -0.871
H -4.376 -1.375 0.533
O -1.133 -4.041 -4.650
H -0.281 -4.293 -5.017
H -1.086 -4.313 -3.720
```

Properties
LUMO   0.18 eV
Spin multiplicity   1
Kohn-Sham gap   7.89 eV

---

Entry 2:
Molecular formula: C51H123O39P6S3Zr
Method: DFT, wB97M-V/def2-TZVPD

XYZ file:
```
223
Properties=species:S:1:pos:R:3
Zr 0.819 -3.617 -0.095
C -0.984 -7.031 1.252
C -0.403 -5.792 0.745
O -0.385 -4.761 1.448
O 0.119 -5.759 -0.451
H -1.965 -7.159 0.804
H -1.018 -7.056 2.353
H -0.390 -7.865 0.883
C -0.809 0.201 -0.017
C -0.124 -1.138 0.046
O -0.663 -1.932 0.845
O 0.790 -1.485 -0.757
H -1.344 0.280 -0.913
H -0.012 0.933 0.022
H -1.474 0.323 0.824
C 4.873 -4.378 0.318
C 3.416 -4.156 0.036
O 2.584 -5.035 0.383
O 3.069 -3.075 -0.559
H 5.119 -5.351 0.801
H 5.056 -3.599 1.086
H 5.463 -4.217 -0.627
O -3.532 1.036 -1.832
S -4.374 1.587 -2.871
O -4.441 3.013 -3.177
O -3.916 0.852 -4.230
C -4.308 1.402 -5.505
C -3.030 1.551 -6.308
C -5.964 0.934 -2.556
H -4.776 2.387 -5.353
H -5.091 0.676 -5.909
H -2.223 2.205 -5.885
H -3.303 1.791 -7.343
H -2.600 0.566 -6.277
H -6.442 1.394 -1.690
H -5.879 -0.150 -2.361
H -6.479 1.076 -3.559
O -0.177 3.539 -0.352
S -1.184 4.517 -0.663
O -1.062 5.879 -0.306
O -1.280 4.440 -2.203
C -1.957 5.524 -3.042
C -0.958 6.465 -3.687
C -2.744 3.819 -0.108
H -2.749 5.999 -2.475
H -2.406 4.813 -3.770
H -0.402 7.023 -2.910
H -1.564 7.189 -4.239
H -0.258 5.877 -4.268
H -3.522 4.236 -0.640
H -2.824 3.866 0.993
H -2.780 2.732 -0.352
O -0.182 3.441 -4.966
S 0.259 2.145 -4.555
O -0.076 0.985 -5.340
O 1.815 2.116 -4.626
C 2.524 3.308 -4.253
C 3.962 3.130 -4.425
C -0.083 1.732 -2.932
H 2.379 3.497 -3.138
H 2.120 4.163 -4.795
H 4.450 2.460 -3.691
H 4.380 4.144 -4.429
H 4.155 2.602 -5.368
H -1.178 1.578 -2.781
H 0.263 2.523 -2.289
H 0.492 0.822 -2.744
C 2.230 5.373 8.740
C 1.481 5.781 7.504
O 0.726 4.703 7.030
P -0.830 4.908 6.744
O -1.698 5.211 7.922
O -1.030 6.117 5.682
C -0.334 6.114 4.430
C -1.339 5.964 3.189
O -1.195 3.546 6.007
C -2.608 3.247 5.941
C -2.830 2.105 6.951
H 2.838 4.471 8.538
H 2.863 6.175 9.059
H 1.648 5.092 9.642
H 0.838 6.634 7.762
H 2.280 6.017 6.809
H 0.100 7.164 4.338
H 0.433 5.377 4.378
H -1.716 4.934 3.104
H -2.045 6.766 3.414
H -0.765 6.129 2.294
H -3.224 4.141 6.137
H -2.856 2.864 4.978
H -2.248 1.234 6.755
H -2.613 2.428 7.979
H -3.889 1.851 7.004
C -1.523 -2.901 4.836
C -0.522 -2.569 3.675
O 0.856 -2.329 4.121
P 1.933 -2.041 2.968
O 1.568 -2.663 1.658
O 2.067 -0.519 2.864
C 1.198 0.458 3.526
C 1.848 1.787 3.376
O 3.320 -2.486 3.567
C 3.555 -3.901 3.641
C 4.875 -4.116 4.355
H -1.508 -3.892 5.233
H -1.459 -2.192 5.720
H -2.498 -2.759 4.343
H -0.638 -3.407 2.956
H -0.894 -1.676 3.199
H 0.315 0.529 2.925
H 0.956 0.195 4.597
H 1.909 2.029 2.314
H 1.283 2.579 3.823
H 2.841 1.833 3.843
H 2.743 -4.302 4.260
H 3.614 -4.360 2.663
H 4.915 -3.545 5.268
H 4.963 -5.232 4.475
H 5.633 -3.595 3.728
C 8.523 2.379 0.104
C 7.916 1.178 0.872
O 7.987 0.115 -0.136
P 6.775 -0.935 -0.146
O 6.581 -1.600 1.136
O 5.466 -0.148 -0.565
C 4.396 0.011 0.405
C 3.466 1.072 -0.107
O 7.091 -1.803 -1.389
C 8.407 -2.371 -1.595
C 8.534 -2.897 -2.998
H 9.521 2.144 -0.261
H 7.858 2.778 -0.661
H 8.648 3.175 0.848
H 8.450 0.810 1.748
H 6.850 1.376 1.040
H 3.940 -0.977 0.397
H 4.797 0.167 1.454
H 2.570 0.992 0.435
H 3.962 2.038 0.093
H 3.292 1.019 -1.175
H 9.223 -1.706 -1.339
H 8.435 -3.111 -0.790
H 9.312 -3.610 -3.037
H 7.580 -3.368 -3.206
H 8.653 -2.093 -3.727
C -3.918 0.350 2.530
C -4.910 0.700 1.384
O -5.853 1.656 1.910
P -6.086 2.992 1.138
O -5.713 2.986 -0.288
O -7.602 3.298 1.438
C -8.205 3.211 2.771
C -8.897 1.876 2.942
O -5.346 4.068 2.089
C -5.765 5.437 2.192
C -5.054 6.020 3.429
H -3.627 -0.707 2.447
H -3.109 1.044 2.476
H -4.491 0.434 3.440
H -4.345 1.173 0.580
H -5.572 -0.175 1.056
H -7.359 3.358 3.447
H -8.905 4.008 2.842
H -8.285 0.988 2.899
H -9.409 1.892 3.896
H -9.630 1.768 2.138
H -5.368 5.919 1.268
H -6.854 5.497 2.238
H -5.348 5.767 4.430
H -4.010 5.858 3.302
H -5.165 7.089 3.395
C 3.522 -7.391 -3.769
C 3.074 -6.149 -3.076
O 2.328 -5.345 -3.923
P 1.856 -3.916 -3.611
O 1.095 -3.897 -2.352
O 3.101 -3.035 -3.555
C 3.047 -1.653 -3.269
C 3.642 -0.817 -4.383
O 1.089 -3.505 -4.900
C 1.844 -3.413 -6.121
C 1.730 -4.624 -6.975
H 2.768 -7.590 -4.547
H 4.505 -7.321 -4.205
H 3.523 -8.213 -3.072
H 2.604 -6.263 -2.165
H 3.865 -5.430 -2.759
H 2.016 -1.381 -3.208
H 3.471 -1.434 -2.291
H 3.125 -0.935 -5.349
H 3.498 0.223 -4.067
H 4.739 -0.980 -4.526
H 1.299 -2.551 -6.551
H 2.918 -3.154 -5.870
H 2.024 -5.480 -6.488
H 0.684 -4.886 -7.289
H 2.341 -4.426 -7.826
C -1.377 -6.503 -3.054
C -2.608 -5.858 -2.361
O -2.863 -4.486 -2.728
P -2.428 -3.433 -1.648
O -1.049 -3.681 -1.104
O -2.611 -1.975 -2.311
C -1.599 -1.488 -3.265
C -2.030 -2.090 -4.594
O -3.651 -3.564 -0.614
C -3.740 -2.828 0.613
C -4.943 -3.358 1.334
H -1.553 -6.801 -4.098
H -0.459 -5.953 -3.028
H -1.326 -7.425 -2.477
H -3.562 -6.289 -2.670
H -2.539 -5.890 -1.263
H -1.735 -0.398 -3.197
H -0.581 -1.827 -2.927
H -2.315 -3.141 -4.453
H -2.922 -1.563 -4.964
H -1.232 -1.953 -5.288
H -2.806 -3.061 1.139
H -3.747 -1.739 0.314
H -4.755 -4.447 1.404
H -5.153 -3.002 2.369
H -5.886 -3.305 0.743
```

Properties
LUMO   -1.27 eV
Spin multiplicity   1
Kohn-Sham gap   10.45 eV
Net charge   +1

---

- Among the records above, which one has the highest LUMO?
  C51H119N5O11